Molecular formula: C24H58BO11P2
Method: DFT, the ωB97M-V functional and the def2-TZVPD basis

Output
E_tot = -67612.313 eV
HOMO = -4.205 eV
max |F| = 4.7 eV Å⁻¹
gap between HOMO and LUMO = 6.507 eV
net charge = -1

Last columns: bonded neighbours and bond lengths (Å).
Geometry (Å):
1 C 2.767 -1.085 1.507  C2 1.535, H17 1.092, H18 1.089, H19 1.092
2 C 1.388 -0.549 1.916  C1 1.535, C3 1.542, H20 1.092, H21 1.090
3 C 1.414 0.978 2.128  C2 1.542, C4 1.551, H22 1.088, H23 1.093
4 C 1.165 1.704 0.780  C3 1.551, C5 1.526, H24 1.087, H25 1.100
5 C 0.216 2.892 0.910  C4 1.526, C6 1.534, H26 1.104, H27 1.091
6 C -1.229 2.497 1.239  C5 1.534, B7 1.640, H28 1.101, H29 1.096
7 B -1.880 1.401 0.207  C6 1.640, O8 1.484, O12 1.502, H30 1.253
8 O -1.509 1.760 -1.185  B7 1.484, C9 1.392
9 C -2.078 0.956 -2.168  O8 1.392, C10 1.531, H31 1.098, H32 1.101
10 C -1.431 -0.420 -2.338  C9 1.531, C11 1.538, H33 1.099, H34 1.090
11 C 0.104 -0.363 -2.418  C10 1.538, H35 1.091, H36 1.088, H37 1.091
12 O -3.368 1.364 0.412  B7 1.502, C13 1.395
13 C -3.844 0.293 1.168  O12 1.395, C14 1.520, H38 1.094, H39 1.106
14 C -4.625 -0.688 0.309  C13 1.520, C15 1.522, O16 1.435, H40 1.095
15 C -4.772 -2.060 0.952  C14 1.522, H41 1.090, H42 1.092, H43 1.093
16 O -5.932 -0.178 0.008  C14 1.435, H44 0.964
17 H 3.364 -1.248 2.407  C1 1.092
18 H 3.271 -0.383 0.845  C1 1.089
19 H 2.647 -2.062 1.034  C1 1.092
20 H 1.076 -1.029 2.846  C2 1.092
21 H 0.634 -0.777 1.163  C2 1.090
22 H 0.655 1.302 2.836  C3 1.088
23 H 2.428 1.224 2.455  C3 1.093
24 H 0.870 1.005 0.003  C4 1.087
25 H 2.134 2.117 0.464  C4 1.100
26 H 0.603 3.495 1.749  C5 1.104
27 H 0.261 3.559 0.047  C5 1.091
28 H -1.840 3.407 1.136  C6 1.101
29 H -1.346 2.176 2.279  C6 1.096
30 H -1.365 0.292 0.478  B7 1.253
31 H -3.160 0.818 -2.048  C9 1.098
32 H -1.944 1.483 -3.126  C9 1.101
33 H -1.772 -0.799 -3.311  C10 1.099
34 H -1.770 -1.154 -1.606  C10 1.090
35 H 0.497 -1.120 -3.099  C11 1.091
36 H 0.522 -0.533 -1.428  C11 1.088
37 H 0.384 0.623 -2.792  C11 1.091
38 H -3.075 -0.209 1.762  C13 1.094
39 H -4.574 0.712 1.884  C13 1.106
40 H -4.123 -0.832 -0.653  C14 1.095
41 H -3.868 -2.638 0.765  C15 1.090
42 H -5.018 -1.995 2.014  C15 1.092
43 H -5.604 -2.570 0.459  C15 1.093
44 H -5.888 0.780 0.109  O16 0.964
45 O -1.609 -4.236 1.586  P46 1.465
46 P -1.710 -5.520 2.286  O45 1.465, O47 1.613, O50 1.620, O53 1.584
47 O -2.634 -5.356 3.597  P46 1.613, C48 1.435
48 C -4.013 -4.995 3.432  O47 1.435, C49 1.517, H56 1.092, H57 1.089
49 C -4.843 -6.111 2.826  C48 1.517, H58 1.092, H59 1.090, H60 1.091
50 O -0.263 -5.731 2.984  P46 1.620, C51 1.429
51 C 0.809 -4.806 2.795  O50 1.429, C52 1.512, H61 1.089, H62 1.093
52 C 0.843 -3.778 3.904  C51 1.512, H63 1.090, H64 1.090, H65 1.092
53 O -1.949 -7.043 1.923  P46 1.584, C54 1.432
54 C -1.177 -8.153 2.395  O53 1.432, C55 1.511, H66 1.088, H67 1.091
55 C -1.392 -8.436 3.863  C54 1.511, H68 1.088, H69 1.091, H70 1.091
56 H -4.083 -4.090 2.825  C48 1.092
57 H -4.383 -4.756 4.428  C48 1.089
58 H -4.543 -6.314 1.796  C49 1.092
59 H -5.898 -5.838 2.823  C49 1.090
60 H -4.716 -7.037 3.389  C49 1.091
61 H 0.748 -4.331 1.818  C51 1.089
62 H 1.730 -5.395 2.809  C51 1.093
63 H -0.113 -3.264 4.001  C52 1.090
64 H 1.619 -3.037 3.715  C52 1.090
65 H 1.045 -4.259 4.864  C52 1.092
66 H -0.124 -8.022 2.155  C54 1.088
67 H -1.520 -9.008 1.810  C54 1.091
68 H -1.059 -7.609 4.487  C55 1.088
69 H -0.833 -9.329 4.148  C55 1.091
70 H -2.450 -8.600 4.073  C55 1.091
71 O 3.269 6.552 -5.580  P72 1.470
72 P 3.363 5.571 -4.490  O71 1.470, O73 1.607, O76 1.625, O79 1.568
73 O 2.547 6.087 -3.206  P72 1.607, C74 1.438
74 C 1.121 6.254 -3.283  O73 1.438, C75 1.517, H82 1.094, H83 1.089
75 C 0.379 4.932 -3.362  C74 1.517, H84 1.093, H85 1.090, H86 1.090
76 O 4.881 5.725 -3.930  P72 1.625, C77 1.421
77 C 5.825 6.609 -4.518  O76 1.421, C78 1.514, H87 1.089, H88 1.093
78 C 5.830 7.947 -3.809  C77 1.514, H89 1.090, H90 1.091, H91 1.091
79 O 3.265 4.014 -4.327  P72 1.568, C80 1.437
80 C 4.168 3.152 -3.614  O79 1.437, C81 1.508, H92 1.089, H93 1.090
81 C 4.076 3.342 -2.121  C80 1.508, H94 1.089, H95 1.091, H96 1.090
82 H 0.876 6.890 -4.138  C74 1.094
83 H 0.831 6.786 -2.378  C74 1.089
84 H 0.592 4.415 -4.300  C75 1.093
85 H -0.697 5.096 -3.302  C75 1.090
86 H 0.676 4.269 -2.549  C75 1.090
87 H 5.641 6.727 -5.586  C77 1.089
88 H 6.802 6.132 -4.411  C77 1.093
89 H 4.830 8.381 -3.787  C78 1.090
90 H 6.506 8.646 -4.305  C78 1.091
91 H 6.153 7.826 -2.774  C78 1.091
92 H 5.187 3.256 -3.984  C80 1.089
93 H 3.855 2.139 -3.868  C80 1.090
94 H 4.385 4.340 -1.812  C81 1.089
95 H 4.720 2.620 -1.617  C81 1.091
96 H 3.051 3.197 -1.780  C81 1.090